Record 1
The following is a quantum chemistry calculation of 11 unconnected molecules or ions with the total composition C36H99N17O16, from OMol25.

Each atom is followed by the atoms it is bonded to, with distances in Å.
Geometry (Å):
1 C -1.514 5.023 -1.359  O2 1.258, N3 1.422, N4 1.365
2 O -1.341 4.850 -2.593  C1 1.258
3 N -2.788 4.867 -0.748  C1 1.422, H5 1.007, H6 1.003
4 N -0.497 5.429 -0.544  C1 1.365, H7 1.027, H8 1.061
5 H -3.428 4.497 -1.432  N3 1.007
6 H -2.838 4.477 0.175  N3 1.003
7 H 0.435 5.179 -0.897  N4 1.027
8 H -0.575 4.907 0.376  N4 1.061
9 C -2.261 1.173 -3.371  O10 1.243, N11 1.342, N12 1.372
10 O -1.877 1.031 -2.197  C9 1.243
11 N -2.714 0.132 -4.087  C9 1.342, H13 1.059, H14 1.036
12 N -2.039 2.375 -3.994  C9 1.372, H15 1.006, H16 1.024
13 H -2.893 -0.707 -3.467  N11 1.059
14 H -2.572 0.108 -5.113  N11 1.036
15 H -2.660 2.737 -4.697  N12 1.006
16 H -1.568 2.983 -3.318  N12 1.024
17 C 0.827 0.456 5.525  O18 1.249, N19 1.407, N20 1.366
18 O 0.640 1.655 5.821  C17 1.249
19 N 1.207 -0.577 6.401  C17 1.407, H21 1.014, H22 1.033
20 N 0.770 0.004 4.237  C17 1.366, H23 1.010, H24 1.014
21 H 1.105 -0.365 7.386  N19 1.014
22 H 0.861 -1.545 6.302  N19 1.033
23 H 0.910 -0.987 4.099  N20 1.010
24 H 0.557 0.523 3.392  N20 1.014
25 C -2.797 -2.752 -1.054  O26 1.233, N27 1.421, N28 1.381
26 O -2.880 -2.377 -2.226  C25 1.233
27 N -1.646 -2.643 -0.227  C25 1.421, H29 1.000, H30 1.011
28 N -3.821 -3.396 -0.388  C25 1.381, H31 0.986, H32 1.031
29 H -1.751 -2.661 0.767  N27 1.000
30 H -0.899 -2.087 -0.621  N27 1.011
31 H -3.771 -3.300 0.593  N28 0.986
32 H -4.726 -3.177 -0.830  N28 1.031
33 C -1.277 4.062 3.222  O34 1.254, N35 1.342, N36 1.362
34 O -1.855 4.070 2.109  C33 1.254
35 N -0.150 3.351 3.385  C33 1.342, H37 1.050, H38 1.009
36 N -1.696 4.713 4.341  C33 1.362, H39 1.003, H40 0.986
37 H 0.340 3.194 4.300  N35 1.050
38 H 0.082 2.633 2.713  N35 1.009
39 H -1.170 4.576 5.185  N36 1.003
40 H -2.428 5.369 4.417  N36 0.986
41 C -0.029 1.065 0.611  O42 1.220, N43 1.323, N44 1.324
42 O 0.449 0.906 1.723  C41 1.220
43 N -0.816 2.053 0.215  C41 1.323, H45 1.024, H46 1.046
44 N 0.202 0.178 -0.343  C41 1.324, H47 1.048, H48 0.995
45 H -1.329 2.525 0.965  N43 1.024
46 H -1.259 1.946 -0.726  N43 1.046
47 H -0.396 0.009 -1.187  N44 1.048
48 H 0.904 -0.460 -0.040  N44 0.995
49 C 2.934 -5.120 -2.557  O50 1.386, H58 1.124, H59 1.090, H60 1.063
50 O 1.807 -4.820 -1.808  C49 1.386, C51 1.431
51 C 1.969 -3.719 -0.910  O50 1.431, C52 1.532, H61 1.061, H62 1.071
52 C 2.172 -2.400 -1.661  C51 1.532, N53 1.455, H63 1.076, H64 1.115
53 N 0.992 -1.922 -2.366  C52 1.455, C54 1.453, H65 0.998
54 C 1.306 -0.782 -3.210  N53 1.453, C55 1.511, H66 1.098, H67 1.068
55 C 2.169 -1.173 -4.387  C54 1.511, O56 1.396, H68 1.094, H69 1.077
56 O 1.487 -2.207 -5.029  C55 1.396, C57 1.444
57 C 2.080 -2.578 -6.293  O56 1.444, H70 1.091, H71 1.103, H72 1.089
58 H 2.714 -5.804 -3.422  C49 1.124
59 H 3.582 -5.699 -1.899  C49 1.090
60 H 3.408 -4.249 -2.942  C49 1.063
61 H 2.767 -3.964 -0.255  C51 1.061
62 H 1.081 -3.612 -0.321  C51 1.071
63 H 3.027 -2.548 -2.296  C52 1.076
64 H 2.517 -1.715 -0.851  C52 1.115
65 H 0.674 -2.634 -2.989  N53 0.998
66 H 1.900 -0.103 -2.583  C54 1.098
67 H 0.401 -0.303 -3.514  C54 1.068
68 H 3.174 -1.518 -4.128  C55 1.094
69 H 2.210 -0.330 -5.056  C55 1.077
70 H 3.092 -2.940 -6.110  C57 1.091
71 H 2.152 -1.717 -6.979  C57 1.103
72 H 1.521 -3.391 -6.755  C57 1.089
73 C -2.548 1.292 4.988  O74 1.393, H82 1.127, H83 1.105, H84 1.086
74 O -3.496 0.286 4.818  C73 1.393, C75 1.402
75 C -4.282 0.176 3.663  O74 1.402, C76 1.532, H85 1.049, H86 1.102
76 C -3.452 -0.410 2.517  C75 1.532, N77 1.458, H87 1.091, H88 1.106
77 N -2.845 -1.701 2.816  C76 1.458, C78 1.450, H89 0.990
78 C -3.745 -2.803 3.091  N77 1.450, C79 1.539, H90 1.120, H91 1.079
79 C -3.089 -4.188 3.241  C78 1.539, O80 1.372, H92 1.125, H93 1.146
80 O -2.353 -4.134 4.398  C79 1.372, C81 1.413
81 C -1.469 -5.224 4.556  O80 1.413, H94 1.086, H95 1.109, H96 1.115
82 H -2.929 2.352 5.005  C73 1.127
83 H -1.699 1.213 4.286  C73 1.105
84 H -2.142 1.175 5.988  C73 1.086
85 H -4.674 1.092 3.335  C75 1.049
86 H -5.070 -0.480 4.068  C75 1.102
87 H -2.710 0.358 2.292  C76 1.091
88 H -4.119 -0.438 1.635  C76 1.106
89 H -2.098 -1.634 3.463  N77 0.990
90 H -4.448 -2.961 2.233  C78 1.120
91 H -4.351 -2.591 3.958  C78 1.079
92 H -2.453 -4.408 2.339  C79 1.125
93 H -3.915 -4.982 3.271  C79 1.146
94 H -0.886 -5.159 5.470  C81 1.086
95 H -0.763 -5.343 3.709  C81 1.109
96 H -2.112 -6.129 4.651  C81 1.115
97 C -4.906 2.343 -1.140  O98 1.415, H106 1.098, H107 1.098, H108 1.125
98 O -5.729 1.192 -1.118  C97 1.415, C99 1.428
99 C -5.292 0.087 -1.910  O98 1.428, C100 1.542, H109 1.105, H110 1.078
100 C -6.126 -1.172 -1.598  C99 1.542, N101 1.487, H111 1.107, H112 1.096
101 N -7.593 -1.000 -1.773  C100 1.487, C102 1.443, H113 1.044
102 C -8.375 -2.086 -1.233  N101 1.443, C103 1.507, H114 1.087, H115 1.081
103 C -9.828 -1.686 -1.260  C102 1.507, O104 1.376, H116 1.120, H117 1.078
104 O -10.043 -0.521 -0.560  C103 1.376, C105 1.460
105 C -10.149 -0.790 0.871  O104 1.460, H118 1.051, H119 1.058, H120 1.100
106 H -5.069 2.915 -2.063  C97 1.098
107 H -3.870 2.032 -0.958  C97 1.098
108 H -5.211 3.033 -0.306  C97 1.125
109 H -4.274 -0.305 -1.733  C99 1.105
110 H -5.401 0.369 -2.944  C99 1.078
111 H -5.827 -1.299 -0.539  C100 1.107
112 H -5.777 -2.018 -2.202  C100 1.096
113 H -7.866 -0.059 -1.411  N101 1.044
114 H -7.986 -2.387 -0.264  C102 1.087
115 H -8.194 -2.882 -1.942  C102 1.081
116 H -10.401 -2.551 -0.837  C103 1.120
117 H -10.075 -1.500 -2.292  C103 1.078
118 H -11.078 -1.274 0.966  C105 1.051
119 H -10.106 0.118 1.410  C105 1.058
120 H -9.266 -1.342 1.224  C105 1.100
121 C 4.475 2.764 0.688  O122 1.392, H130 1.093, H131 1.094, H132 1.126
122 O 3.612 3.464 -0.150  C121 1.392, C123 1.441
123 C 2.372 2.752 -0.337  O122 1.441, C124 1.481, H133 1.110, H134 1.096
124 C 1.773 3.115 -1.642  C123 1.481, N125 1.452, H135 1.097, H136 1.112
125 N 2.480 2.614 -2.808  C124 1.452, C126 1.498, H137 1.010
126 C 1.911 3.149 -4.086  N125 1.498, C127 1.552, H138 1.117, H139 1.103
127 C 2.943 3.202 -5.243  C126 1.552, O128 1.413, H140 1.100, H141 1.092
128 O 4.144 3.765 -4.756  C127 1.413, C129 1.428
129 C 4.123 5.178 -4.551  O128 1.428, H142 1.087, H143 1.109, H144 1.108
130 H 5.251 3.477 0.977  C121 1.093
131 H 4.872 1.814 0.318  C121 1.094
132 H 3.888 2.502 1.613  C121 1.126
133 H 1.583 2.899 0.429  C123 1.110
134 H 2.625 1.686 -0.314  C123 1.096
135 H 1.797 4.211 -1.690  C124 1.097
136 H 0.720 2.766 -1.723  C124 1.112
137 H 3.458 2.855 -2.725  N125 1.010
138 H 1.285 4.063 -3.943  C126 1.117
139 H 1.208 2.360 -4.400  C126 1.103
140 H 2.627 3.694 -6.175  C127 1.100
141 H 3.183 2.176 -5.532  C127 1.092
142 H 5.159 5.454 -4.369  C129 1.087
143 H 3.590 5.541 -3.649  C129 1.109
144 H 3.810 5.744 -5.451  C129 1.108
145 C 11.439 0.343 1.178  O146 1.404, H154 1.129, H155 1.116, H156 1.085
146 O 10.231 -0.148 1.698  C145 1.404, C147 1.414
147 C 10.157 -1.554 1.574  O146 1.414, C148 1.471, H157 1.089, H158 1.123
148 C 8.960 -2.070 2.255  C147 1.471, N149 1.464, H159 1.072, H160 1.077
149 N 7.815 -1.861 1.367  C148 1.464, C150 1.458, H161 1.023
150 C 6.476 -2.133 1.875  N149 1.458, C151 1.521, H162 1.084, H163 1.097
151 C 5.484 -1.116 1.334  C150 1.521, O152 1.430, H164 1.096, H165 1.079
152 O 4.188 -1.486 1.811  C151 1.430, C153 1.443
153 C 3.175 -0.461 1.885  O152 1.443, H166 1.069, H167 1.065, H168 1.135
154 H 11.401 0.337 0.049  C145 1.129
155 H 12.394 -0.158 1.464  C145 1.116
156 H 11.370 1.388 1.459  C145 1.085
157 H 11.077 -1.920 2.027  C147 1.089
158 H 10.224 -1.842 0.490  C147 1.123
159 H 8.860 -1.533 3.177  C148 1.072
160 H 9.216 -3.094 2.472  C148 1.077
161 H 7.981 -2.263 0.442  N149 1.023
162 H 6.493 -2.102 2.959  C150 1.084
163 H 6.094 -3.127 1.613  C150 1.097
164 H 5.469 -1.033 0.241  C151 1.096
165 H 5.822 -0.180 1.752  C151 1.079
166 H 3.126 0.082 0.965  C153 1.069
167 H 3.391 0.296 2.602  C153 1.065
168 H 2.198 -0.961 2.174  C153 1.135

Its max |F| is 2.83 eV/A. Its SMILES is COCCNCCOC.COCCNCCOC.COCCNCCOC.COCCNCCOC.COCCNCCOC.NC(N)=O.NC(N)=O.NC(N)=O.NC(N)=O.NC(N)=O.NC(N)=O. The gap between HOMO and LUMO is 0.3267 hartree. The value obtained for the energy above the lowest of the compared OMol25 structures with the same formula, charge and spin is 0.0 kJ/mol. Its molar mass is 1026.29 Da. As for the electronic energy: -97028.3818 eV.

These are the Mulliken partial charges, in e, on atoms 1 to 8: atom 1 (C): 0.43, atom 2 (O): -0.72, atom 3 (N): -0.37, atom 4 (N): -0.53, atom 5 (H): 0.25, atom 6 (H): 0.35, atom 7 (H): 0.50, atom 8 (H): 0.19

***

Record 2
The following is a quantum chemistry calculation of 2 unconnected molecules or ions with the total composition C2H10NO, from OMol25.

Each atom is followed by the atoms it is bonded to, with distances in Å.
Geometry (Å):
1 N 1.698 -1.117 -1.479  H2 1.017, H3 1.147, H4 1.020, H5 1.019
2 H 2.659 -0.804 -1.592  N1 1.017
3 H 0.999 -0.359 -0.976  N1 1.147
4 H 1.270 -1.367 -2.370  N1 1.020
5 H 1.721 -1.918 -0.849  N1 1.019
6 C -0.324 0.595 0.924  O7 1.462, C8 1.494, H9 1.096, H10 1.086
7 O -0.019 0.474 -0.501  C6 1.462, H11 0.971
8 C -1.789 0.480 1.195  C6 1.494, H12 1.082, H13 1.095, H14 1.084
9 H 0.199 -0.249 1.389  C6 1.096
10 H 0.109 1.523 1.288  C6 1.086
11 H -0.087 1.333 -0.949  O7 0.971
12 H -2.156 -0.518 0.992  C8 1.082
13 H -1.923 0.688 2.261  C8 1.095
14 H -2.356 1.239 0.667  C8 1.084

Its max |F| is 0.90 eV/A. The gap between HOMO and LUMO is 0.4458 hartree. The value obtained for the energy above the lowest of the compared OMol25 structures with the same formula, charge and spin is 39.0 kJ/mol. Its molar mass is 64.11 Da. As for the electronic energy: -5767.2782 eV. The net charge is +1.

These are the Mulliken partial charges, in e, on atoms 1 to 8: atom 1 (N): -0.56, atom 2 (H): 0.36, atom 3 (H): 0.39, atom 4 (H): 0.37, atom 5 (H): 0.38, atom 6 (C): -0.14, atom 7 (O): -0.59, atom 8 (C): -1.08

***

Record 3
The following is a quantum chemistry calculation of a single C20H24N2O3S molecule, from OMol25.

Each atom is followed by the atoms it is bonded to, with distances in Å.
Geometry (Å):
1 C -3.421 -3.515 0.028  C2 1.527, H48 1.087, H49 1.087, H50 1.087
2 C -4.438 -2.392 0.211  C1 1.527, O3 1.411, H46 1.094, H47 1.098
3 O -3.866 -1.221 0.753  C2 1.411, C4 1.362
4 C -3.064 -0.442 -0.024  O3 1.362, C5 1.384, C9 1.415
5 C -2.884 -0.569 -1.390  C4 1.384, C6 1.388, H45 1.079
6 C -2.035 0.285 -2.080  C5 1.388, C7 1.381, H44 1.079
7 C -1.359 1.286 -1.411  C6 1.381, C8 1.393, C19 1.496
8 C -1.554 1.442 -0.041  C7 1.393, C9 1.382, H18 1.079
9 C -2.387 0.594 0.664  C4 1.415, C8 1.382, O10 1.360
10 O -2.610 0.636 2.005  C9 1.360, C11 1.412
11 C -2.084 1.699 2.771  O10 1.412, C12 1.526, H16 1.098, H17 1.094
12 C -2.856 3.002 2.584  C11 1.526, H13 1.087, H14 1.087, H15 1.087
13 H -2.450 3.766 3.241  C12 1.087
14 H -2.791 3.350 1.556  C12 1.087
15 H -3.904 2.845 2.828  C12 1.087
16 H -1.017 1.845 2.557  C11 1.098
17 H -2.182 1.357 3.805  C11 1.094
18 H -1.016 2.229 0.464  C8 1.079
19 C -0.419 2.190 -2.144  C7 1.496, H20 1.092, H21 1.088, S22 1.831
20 H -0.821 3.199 -2.247  C19 1.092
21 H -0.174 1.790 -3.127  C19 1.088
22 S 1.153 2.444 -1.242  C19 1.831, C23 1.748
23 C 1.663 0.787 -1.019  S22 1.748, N24 1.317, C28 1.410
24 N 0.997 -0.146 -1.667  C23 1.317, C25 1.326
25 C 1.322 -1.421 -1.501  N24 1.326, C26 1.391, C40 1.493
26 C 2.372 -1.808 -0.674  C25 1.391, C27 1.387, H39 1.079
27 C 3.099 -0.843 0.007  C26 1.387, C28 1.399, C31 1.509
28 C 2.739 0.499 -0.155  C23 1.410, C27 1.399, C29 1.408
29 C 3.397 1.534 0.536  C28 1.408, N30 1.148
30 N 3.919 2.378 1.114  C29 1.148
31 C 4.247 -1.241 0.901  C27 1.509, O32 1.406, H37 1.096, H38 1.101
32 O 4.028 -2.453 1.581  C31 1.406, C33 1.407
33 C 3.078 -2.349 2.614  O32 1.407, H34 1.097, H35 1.088, H36 1.097
34 H 3.387 -1.606 3.359  C33 1.097
35 H 3.022 -3.330 3.080  C33 1.088
36 H 2.089 -2.071 2.230  C33 1.097
37 H 5.136 -1.410 0.282  C31 1.096
38 H 4.470 -0.430 1.611  C31 1.101
39 H 2.625 -2.849 -0.548  C26 1.079
40 C 0.512 -2.415 -2.265  C25 1.493, H41 1.090, H42 1.086, H43 1.087
41 H 0.985 -2.610 -3.228  C40 1.090
42 H -0.479 -2.010 -2.447  C40 1.086
43 H 0.441 -3.354 -1.723  C40 1.087
44 H -1.903 0.159 -3.143  C6 1.079
45 H -3.401 -1.339 -1.942  C5 1.079
46 H -5.188 -2.689 0.949  C2 1.094
47 H -4.954 -2.175 -0.734  C2 1.098
48 H -3.921 -4.408 -0.337  C1 1.087
49 H -2.947 -3.738 0.980  C1 1.087
50 H -2.648 -3.227 -0.681  C1 1.087

Its max |F| is 1.23 eV/A. Its SMILES is CCOc1ccc(CSc2nc(C)cc(COC)c2C#N)cc1OCC. The gap between HOMO and LUMO is 0.3015 hartree. The value obtained for the energy above the lowest of the compared OMol25 structures with the same formula, charge and spin is 307.3 kJ/mol. Its molar mass is 372.49 Da. As for the electronic energy: -41086.4359 eV.

These are the Mulliken partial charges, in e, on atoms 1 to 8: atom 1 (C): -0.83, atom 2 (C): -0.51, atom 3 (O): -0.51, atom 4 (C): 0.96, atom 5 (C): -0.31, atom 6 (C): -1.25, atom 7 (C): -0.15, atom 8 (C): -0.22

***

Number 1: highest occupied orbital energy -8.53 eV. Number 2: highest occupied orbital energy -15.78 eV. Number 3: highest occupied orbital energy -7.87 eV.